{"formula": "C10H13NS", "method": "ωB97M-V/def2-TZVPD", "lumo_ev": 0.70, "multiplicity": 1, "smiles": "CSc1ccccc1.C#N.C=C", "e_above_lowest_kj_mol": 197.27, "elements": ["C", "C", "C", "C", "C", "C", "C", "C", "C", "C", "N", "S", "H", "H", "H", "H", "H", "H", "H", "H", "H", "H", "H", "H", "H"], "coordinates": [[0.182815, 1.077277, 2.192222], [1.368964, 0.469045, 1.742713], [-1.037477, 0.580829, 1.607041], [1.371872, -0.491577, 0.751793], [-0.997096, -0.373697, 0.583807], [0.225246, -0.845999, 0.125035], [-2.780212, -4.794674, -1.539687], [2.312737, 2.926519, 0.367183], [1.646560, 3.735053, -0.420999], [-1.240492, -1.593235, -1.990924], [-3.140565, -4.053945, -0.757763], [0.266738, -2.069210, -1.062518], [0.286070, 1.899876, 2.862076], [2.329606, 0.687975, 2.349133], [-1.911111, 1.162251, 1.596683], [2.225177, -0.927281, 0.262038], [-1.930574, -0.819322, 0.254103], [3.245110, 2.435635, 0.246584], [1.735492, 2.367523, 1.076395], [0.725480, 4.124242, -0.158043], [2.157868, 4.300142, -1.180865], [-1.643215, -2.414183, -2.599474], [-2.103889, -1.210121, -1.443052], [-0.945447, -0.720854, -2.597455], [-2.349658, -5.452270, -2.266026]], "forces_ev_per_a": [[-0.6623, -2.1236, -1.9148], [1.1002, -0.1873, 2.6139], [2.6620, 0.9184, -0.8974], [0.9996, 0.6035, -0.3287], [-0.0415, 0.3418, 1.3842], [-2.0524, -0.1295, 0.8419], [0.6860, -0.7410, -0.8187], [-1.2763, -1.4704, 0.3091], [2.4004, 1.0513, -0.4659], [-0.0295, 0.6506, -0.8588], [-0.5295, 0.7058, 0.7703], [-0.8805, -1.0742, -1.4007], [-0.4772, 0.3405, 0.4948], [-1.5227, -0.2171, -1.4389], [-1.3854, 0.4280, 1.0976], [0.8638, 0.1261, 0.6204], [0.2196, 0.4641, -0.0095], [1.1522, 0.3780, -0.6017], [-0.0215, 0.6744, 0.4792], [-2.0222, 0.2454, 0.4171], [0.0794, -0.0761, -0.5799], [0.6164, 0.2376, 0.0746], [0.4139, -0.5803, 0.3531], [-0.1078, -0.5679, -0.2247], [-0.1845, 0.0019, 0.0835]], "nbo_charge": [-0.237, -0.198, -0.193, -0.245, -0.226, -0.190, 0.073, -0.374, -0.377, -0.745, -0.306, 0.273, 0.220, 0.223, 0.211, 0.220, 0.218, 0.189, 0.190, 0.186, 0.182, 0.227, 0.226, 0.220, 0.234]}

{"formula": "Cl4HISi2", "method": "ωB97M-V/def2-TZVPD", "lumo_ev": -1.20, "multiplicity": 1, "e_above_lowest_kj_mol": 132.21, "elements": ["Si", "Si", "Cl", "Cl", "Cl", "Cl", "I", "H"], "coordinates": [[-1.083450, 0.621096, -0.122016], [0.708789, -0.592376, 0.359072], [-1.332277, 1.740317, 1.499141], [-0.479347, 1.802925, -1.622227], [0.972903, -1.245035, 2.127772], [0.623081, -2.788999, -1.260544], [2.781549, 0.563096, -0.193673], [-2.191249, -0.101022, -0.787527]], "forces_ev_per_a": [[-1.2062, -0.1757, -1.6028], [1.8501, -1.9490, -3.9133], [-0.4879, 0.4619, 1.0060], [0.3329, 0.6580, -0.7198], [0.0139, -1.2774, 2.8272], [-0.0064, 2.4770, 1.7735], [-0.3882, -0.1821, -0.1424], [-0.1082, -0.0128, 0.7715]], "nbo_charge": [0.794, 0.869, -0.302, -0.328, -0.300, -0.524, -0.109, -0.100]}

{"formula": "C3H14NO2", "method": "ωB97M-V/def2-TZVPD", "lumo_ev": [0.71, 0.60], "s2": 0.75, "multiplicity": 2, "e_above_lowest_kj_mol": 46.86, "elements": ["C", "C", "C", "N", "H", "H", "H", "H", "H", "H", "H", "H", "H", "H", "H", "H", "O", "H", "H", "O"], "coordinates": [[0.695781, -0.045800, -0.338965], [-0.232149, 1.120814, -0.696483], [0.219581, 1.822087, -1.992164], [0.186762, -0.858939, 0.835545], [0.883929, -0.733360, -1.155149], [1.608425, 0.411754, 0.097097], [-0.081125, 1.841620, 0.103530], [-1.230070, 0.696623, -0.765858], [-0.422887, 1.693207, -2.854821], [0.380189, 2.894149, -1.880330], [1.239829, 1.469515, -2.180398], [-0.670900, -0.423359, 1.193977], [-0.081163, -1.804766, 0.490520], [0.931645, -0.959952, 1.566077], [0.308296, -4.066666, -0.154595], [-1.056465, -3.667651, -0.719182], [-0.464380, -3.525254, 0.043435], [-0.539506, 1.271493, 3.567992], [-0.796121, 1.810183, 2.126056], [-0.879663, 1.054301, 2.713713]], "forces_ev_per_a": [[0.4977, 0.6266, 1.1507], [0.4375, -0.3831, -0.3835], [0.8972, -0.0268, 0.3181], [-0.8472, -0.2062, -1.4877], [0.1959, 0.1099, -0.0922], [0.0806, -0.4458, -0.7751], [-0.7245, -0.0067, 0.2616], [-0.3592, 0.5984, 0.1486], [-0.0035, -0.3609, -0.0676], [-0.3984, 0.0730, 0.2826], [-0.1987, -0.1410, -0.5415], [0.3943, -0.0430, 0.6035], [0.1450, 0.0292, 0.2525], [-0.0108, 0.1203, 0.3130], [0.2808, -0.0991, 0.0670], [0.1617, 0.1138, 0.3184], [-0.4521, -0.0376, -0.3949], [0.4794, 0.4324, 0.7629], [0.1499, 0.3130, 0.3142], [-0.7257, -0.6666, -1.0506]], "mulliken_spin": [0.811, 0.490, -0.076, 0.099, 0.281, 0.049, 0.086, -0.006, -0.013, -0.017, -0.021, -0.086, -0.428, -0.455, -0.100, -0.038, 0.322, -0.110, 0.000, 0.212]}

{"formula": "CH3BrOS", "method": "ωB97M-V/def2-TZVPD", "lumo_ev": -0.38, "multiplicity": 1, "e_above_lowest_kj_mol": 36.06, "elements": ["C", "O", "S", "Br", "H", "H", "H"], "coordinates": [[-0.815591, -0.266530, -0.027948], [0.856335, 1.687346, 0.476306], [0.817849, 0.557201, -0.464530], [2.395118, -0.912935, 0.254789], [-0.877515, -1.209576, -0.484541], [-1.543575, 0.372087, -0.736966], [-0.832621, -0.227596, 0.982888]], "forces_ev_per_a": [[0.4295, 2.4265, -5.2714], [-0.0061, -0.3262, -0.4506], [-0.7761, 0.3554, 0.4866], [-0.3910, -0.1779, 0.0242], [0.1981, -1.5884, -0.1650], [1.3454, -0.9409, 2.3419], [-0.7998, 0.2515, 3.0342]], "nbo_charge": [-0.765, -0.901, 1.181, -0.218, 0.228, 0.241, 0.235]}

{"formula": "C14H19N4O4PPdS5", "method": "ωB97M-V/def2-TZVPD", "lumo_ev": [-3.48, -3.49], "multiplicity": 1, "e_above_lowest_kj_mol": 208.15, "elements": ["Pd", "S", "C", "C", "C", "C", "N", "C", "C", "C", "S", "C", "N", "H", "H", "C", "P", "C", "C", "O", "H", "H", "H", "H", "H", "H", "H", "H", "H", "C", "N", "C", "S", "N", "C", "H", "H", "H", "H", "H", "H", "H", "H", "O", "S", "O", "O", "S"], "coordinates": [[0.767756, -1.006862, -0.961452], [3.003235, -0.585755, -0.692160], [3.098778, -0.483621, 0.999261], [4.372964, -0.561469, 1.598701], [4.530379, -0.428187, 2.953389], [5.829531, -0.519615, 3.540021], [6.873842, -0.590418, 4.013456], [3.389053, -0.204483, 3.779457], [2.139026, -0.122532, 3.220899], [1.942765, -0.252182, 1.829738], [0.373241, -0.061497, 1.207713], [3.545335, -0.068897, 5.192139], [3.666848, 0.035861, 6.329611], [5.233492, -0.749498, 0.970910], [1.279376, 0.041566, 3.855938], [-1.345220, 2.606361, -0.626600], [-0.141099, 2.480262, -1.978481], [-1.099694, 2.551737, -3.514827], [0.810713, 4.018325, -1.905717], [0.741611, 1.286499, -1.905033], [-2.125403, 3.326576, -0.877417], [-0.843358, 2.921113, 0.287686], [-1.795398, 1.626104, -0.469314], [-1.763579, 3.416918, -3.520426], [-1.687057, 1.637262, -3.603470], [-0.414794, 2.613626, -4.359596], [0.168135, 4.899248, -1.912917], [1.484665, 4.055525, -2.761321], [1.403694, 4.013353, -0.991316], [-3.214632, -2.313186, 1.482075], [-2.279006, -1.925157, 0.448184], [-2.624007, -1.254004, -0.645195], [-1.472722, -0.930872, -1.864499], [-3.889090, -0.823546, -0.765534], [-4.407766, -0.063145, -1.886082], [-2.656830, -2.799194, 2.277328], [-3.969788, -3.018800, 1.118938], [-3.708718, -1.438043, 1.908791], [-1.456911, -2.524751, 0.309398], [-4.562421, -1.209094, -0.124021], [-3.600751, 0.513740, -2.330906], [-5.178311, 0.619032, -1.531616], [-4.826435, -0.713319, -2.655514], [1.271071, -5.098728, -1.230706], [0.827513, -3.769549, -0.965423], [1.635249, -3.015241, 0.040142], [-0.583579, -3.610793, -0.643200], [1.258277, -2.520680, -2.641040]], "forces_ev_per_a": [[0.2006, -0.1109, 1.0107], [-0.1768, -0.1287, 0.3522], [-0.5257, 0.3043, -0.1116], [0.2186, -0.3034, 0.3092], [-0.1708, 0.0596, -0.2749], [0.2628, -0.0007, 0.1070], [-0.0242, 0.0033, -0.0324], [-0.2512, 0.0019, -0.4354], [0.1765, -0.1421, 0.3656], [0.2421, 0.2075, -0.4923], [0.3121, -0.1340, -0.5866], [0.0357, 0.0136, 0.3343], [-0.0285, 0.0163, -0.0382], [0.0013, -0.0062, 0.0083], [-0.0020, 0.0064, 0.0037], [0.0598, -0.0029, -0.1991], [-0.3650, 0.4511, -0.0743], [0.0382, 0.0587, 0.2546], [-0.1235, -0.1213, -0.0585], [0.4115, -0.1829, -0.0476], [0.0241, 0.0333, 0.0270], [0.0172, -0.0373, 0.0126], [0.0068, 0.0068, -0.0165], [0.0024, 0.0114, -0.0299], [0.0336, -0.0041, 0.0142], [0.0198, -0.0199, -0.0006], [-0.0347, -0.0164, -0.0116], [0.0128, 0.0006, 0.0099], [0.0036, -0.0180, -0.0001], [-0.0264, 0.0474, 0.0442], [-0.1400, -0.0923, 0.0310], [0.1781, -0.0022, 0.0914], [-0.1630, 0.1495, -0.1067], [-0.0515, 0.0143, 0.0372], [-0.0095, 0.0154, -0.0603], [0.0069, -0.0087, -0.0043], [0.0000, 0.0189, -0.0066], [-0.0068, -0.0004, 0.0002], [0.0100, 0.0732, 0.0072], [-0.0115, 0.0271, 0.0055], [-0.0081, 0.0093, 0.0361], [-0.0238, -0.0242, 0.0145], [0.0165, -0.0050, -0.0031], [0.1352, -0.1105, 0.0834], [0.0945, 0.4120, -0.8270], [-0.0472, 0.5150, 0.2761], [-0.0922, -0.6808, -0.1500], [-0.2379, -0.3043, 0.1315]], "nbo_charge": [0.688, 0.336, -0.241, -0.128, -0.142, 0.256, -0.257, -0.096, -0.158, -0.178, 0.052, 0.254, -0.251, 0.249, 0.242, -1.019, 1.963, -1.013, -1.006, -1.127, 0.239, 0.252, 0.257, 0.237, 0.259, 0.255, 0.240, 0.253, 0.253, -0.435, -0.593, 0.344, -0.156, -0.587, -0.415, 0.237, 0.196, 0.200, 0.469, 0.402, 0.227, 0.208, 0.208, -0.913, 2.252, -0.941, -1.024, -0.347]}

{"formula": "C3H8O", "method": "ωB97M-V/def2-TZVPD", "lumo_ev": 1.12, "multiplicity": 1, "smiles": "CCOC", "e_above_lowest_kj_mol": 110.40, "elements": ["C", "C", "C", "H", "H", "H", "H", "H", "H", "H", "H", "O"], "coordinates": [[1.328880, 0.304375, -0.207955], [0.419414, -0.889470, 0.120057], [-1.502023, 0.318454, -0.032032], [2.280795, 0.454326, 0.371570], [1.596916, 0.333308, -1.313878], [0.762942, 1.215751, 0.068774], [0.271825, -1.027281, 1.225253], [0.902806, -1.797980, -0.205631], [-1.191588, 1.303198, -0.553971], [-2.678481, 0.180604, -0.099205], [-1.346837, 0.453827, 1.103626], [-0.844653, -0.849107, -0.476612]], "forces_ev_per_a": [[0.2044, 1.1114, -0.4190], [1.3489, -0.5694, 1.1474], [-2.4929, 1.0324, 1.1005], [-0.8667, -0.9230, -0.3941], [-0.4728, 0.0060, 1.3603], [0.4032, -0.2627, -0.5134], [0.2453, 0.4229, -0.6235], [0.0196, -0.3915, -0.2766], [-0.5426, -1.7170, 0.6376], [2.4893, 0.1948, -0.3482], [0.0283, -0.0686, -1.5190], [-0.3641, 1.1647, -0.1520]], "nbo_charge": [-0.658, -0.067, -0.280, 0.225, 0.214, 0.208, 0.157, 0.187, 0.178, 0.198, 0.165, -0.528]}